Molecular formula: C13H48F5N3O20S3Y
Method: DFT, ωB97M-V/def2-TZVPD

Element x y z (Å)
Y: 3.100 2.019 -2.570
C: 3.125 2.798 2.049
F: 3.202 1.461 1.979
F: 1.882 3.225 1.986
F: 3.701 3.181 3.172
S: 4.092 3.514 0.618
O: 3.427 3.087 -0.680
O: 4.111 4.936 0.746
O: 5.404 2.911 0.721
N: 1.891 0.614 -1.269
S: 0.530 0.877 -0.480
O: 0.583 0.897 0.936
O: -0.699 0.586 -1.140
F: 0.617 2.490 -0.755
S: 2.410 -0.771 -0.434
O: 1.470 -1.768 -0.080
O: 3.576 -0.532 0.326
F: 2.982 -1.422 -1.788
O: 1.914 -2.736 -4.177
H: 2.298 -2.908 -3.302
H: 2.502 -3.196 -4.787
O: 5.104 0.929 -1.728
H: 5.933 0.688 -2.166
H: 5.293 0.860 -0.767
O: 0.405 -3.811 1.793
H: -0.335 -4.161 1.287
H: 0.973 -3.383 1.140
O: -1.173 4.008 1.667
H: -1.538 3.452 2.364
H: -1.574 3.666 0.826
O: 3.082 0.073 -3.981
H: 3.517 -0.260 -4.778
H: 2.512 -0.673 -3.688
O: 3.489 -4.089 -2.014
H: 4.271 -4.297 -1.494
H: 3.245 -4.929 -2.425
O: 0.981 2.005 -3.704
H: 0.306 2.687 -3.544
H: 0.503 1.262 -4.104
C: 7.785 -0.840 1.830
C: 6.793 -0.487 0.720
O: 6.725 -1.420 -0.371
O: 7.271 -1.747 2.798
H: 8.064 0.110 2.280
H: 8.639 -1.270 1.292
H: 7.225 0.403 0.249
H: 5.789 -0.293 1.104
H: 6.216 -2.195 -0.116
H: 6.896 -2.460 2.269
C: -2.042 -2.971 -3.118
C: -0.844 -3.852 -2.866
O: -1.152 -4.871 -1.951
O: -2.386 -2.337 -1.891
H: -2.938 -3.507 -3.434
H: -1.839 -2.258 -3.927
H: -0.035 -3.201 -2.500
H: -0.391 -4.332 -3.734
H: -1.406 -4.519 -1.094
H: -2.101 -1.420 -1.853
C: -4.286 2.096 0.152
C: -3.817 3.205 -0.755
C: -4.267 4.609 -0.409
O: -5.661 4.639 -0.301
C: -6.111 5.970 -0.165
N: -2.319 3.167 -0.756
H: -5.370 2.002 0.188
H: -3.933 2.220 1.177
H: -3.844 1.168 -0.222
H: -4.031 3.102 -1.830
H: -3.831 5.383 -1.051
H: -3.841 4.830 0.587
H: -5.908 6.377 0.835
H: -7.203 6.036 -0.204
H: -5.730 6.594 -0.978
H: -1.933 3.990 -1.210
H: -1.995 2.319 -1.191
C: -2.265 -1.614 2.074
C: -3.598 -1.335 2.755
C: -4.252 -2.655 3.135
O: -5.468 -2.368 3.770
C: -6.283 -3.518 4.045
N: -3.366 -0.504 3.970
H: -1.655 -0.712 2.027
H: -2.416 -1.997 1.060
H: -1.710 -2.395 2.598
H: -4.244 -0.778 2.077
H: -3.558 -3.304 3.694
H: -4.443 -3.278 2.241
H: -7.073 -3.541 3.289
H: -6.608 -3.419 5.074
H: -5.726 -4.442 3.864
H: -4.108 -0.763 4.621
H: -2.531 -0.909 4.398

Summary:
**E_HOMO**: -10.6154 eV
**Total energy**: -106809.0508 eV
**Charge**: +1
**Strongest force on any atom**: 6.6 eV Å⁻¹
**2S+1**: 1
**Lowest unoccupied orbital energy**: -5.38 eV
**Orbital gap**: 0.1925 Eh

Molecular formula: C13H4Br4ClO4Re
Method: DFT, ωB97M-V/def2-TZVPD

Element x y z (Å)
Re: -0.219 -0.104 0.460
Br: 2.541 -1.604 6.190
C: 1.532 -1.543 4.608
C: 1.047 -2.876 4.074
Br: 1.524 -4.391 5.075
C: 0.263 -3.133 2.974
Br: -0.403 -4.772 2.453
C: -0.147 -1.963 2.138
O: -0.629 -1.951 0.847
C: 0.504 -0.170 2.858
O: 0.405 0.896 1.989
C: 1.300 -0.280 4.119
Br: 1.810 1.314 4.894
Cl: -5.495 0.008 4.958
C: -4.423 0.156 3.619
C: -4.844 0.775 2.455
C: -3.956 0.874 1.402
C: -2.672 0.367 1.504
O: -1.907 0.554 0.345
C: -2.211 -0.271 2.679
C: -0.869 -0.898 3.027
O: 1.091 -1.201 2.008
C: -3.138 -0.352 3.721
H: -5.847 1.171 2.375
H: -4.242 1.350 0.474
H: -0.969 -1.269 4.041
H: -2.854 -0.828 4.650

Summary:
**E_HOMO (alpha / beta)**: -10.9681 / -10.9679 eV
**Total energy**: -316543.2798 eV
**Expectation value of S²**: 0.77
**ΔE to the lowest compared entry with this formula, charge and spin**: 1.497 eV
**Charge**: +1
**Strongest force on any atom**: 1.8 eV Å⁻¹
**2S+1**: 2
**Lowest unoccupied orbital energy (alpha / beta)**: -5.23 / -7.76 eV
**Orbital gap (alpha / beta)**: 0.2110 / 0.1178 Eh

Molecular formula: C13H52N26O13
Method: DFT, ωB97M-V/def2-TZVPD

Element x y z (Å)
C: 2.290 -0.764 -4.740
O: 1.387 -1.513 -5.034
N: 3.589 -0.900 -5.253
N: 2.146 0.138 -3.702
H: 4.389 -0.419 -4.874
H: 3.558 -1.551 -6.091
H: 1.170 0.347 -3.449
H: 2.836 0.870 -3.755
C: 5.223 0.554 -2.142
O: 4.983 0.729 -3.341
N: 4.447 -0.222 -1.267
N: 6.371 1.147 -1.488
H: 4.896 -0.333 -0.349
H: 3.633 -0.752 -1.468
H: 6.869 1.886 -1.950
H: 6.482 1.094 -0.485
C: -1.175 -3.761 2.859
O: -1.381 -3.166 3.912
N: -1.763 -3.512 1.625
N: -0.337 -4.833 2.803
H: -1.638 -4.260 0.951
H: -2.751 -3.282 1.742
H: 0.381 -4.903 3.514
H: 0.008 -5.125 1.910
C: -4.639 -1.751 3.089
O: -4.489 -2.538 2.090
N: -3.740 -1.772 4.087
N: -5.738 -0.935 3.221
H: -3.788 -1.076 4.801
H: -2.848 -2.222 3.923
H: -6.139 -0.436 2.427
H: -5.607 -0.311 4.008
C: 4.276 1.512 2.281
O: 4.336 0.845 3.317
N: 3.703 1.095 1.194
N: 4.975 2.712 2.130
H: 3.821 1.660 0.402
H: 2.868 0.537 1.140
H: 4.611 3.358 1.415
H: 5.539 3.102 2.820
C: 2.736 -3.700 1.832
O: 2.289 -4.785 2.102
N: 2.436 -2.962 0.712
N: 3.660 -3.115 2.743
H: 2.365 -1.958 0.735
H: 1.917 -3.435 -0.045
H: 4.129 -3.800 3.334
H: 4.220 -2.366 2.361
C: -4.734 1.234 -0.240
O: -5.575 0.727 0.546
N: -4.949 1.480 -1.546
N: -3.427 1.426 0.307
H: -4.141 1.351 -2.081
H: -5.821 1.257 -1.924
H: -3.286 1.332 1.333
H: -2.937 2.240 0.011
C: -1.497 4.450 -1.943
O: -1.834 3.525 -1.227
N: -1.714 4.332 -3.289
N: -1.118 5.702 -1.620
H: -1.892 3.368 -3.551
H: -2.021 5.033 -3.947
H: -0.638 6.145 -2.313
H: -0.665 5.802 -0.705
C: -3.689 -2.884 -1.318
O: -3.087 -3.323 -2.315
N: -3.552 -1.619 -0.838
N: -4.358 -3.812 -0.527
H: -3.276 -1.068 -1.671
H: -4.343 -1.322 -0.233
H: -4.828 -3.528 0.355
H: -4.425 -4.733 -0.860
C: 0.805 4.367 1.298
O: 0.677 5.431 0.656
N: -0.135 3.341 1.365
N: 1.888 4.259 2.141
H: 0.198 2.448 1.788
H: -0.765 3.184 0.597
H: 2.016 3.545 2.780
H: 2.397 5.032 2.421
C: 0.644 0.399 3.612
O: 0.853 1.235 2.739
N: 1.645 0.014 4.416
N: -0.592 -0.128 3.879
H: 2.578 0.356 4.158
H: 1.653 -0.940 4.772
H: -0.641 -0.955 4.488
H: -1.171 -0.073 2.975
C: -1.705 -0.139 -3.900
O: -2.483 0.575 -3.346
N: -0.828 0.295 -4.878
N: -1.542 -1.522 -3.692
H: -0.055 -0.316 -5.144
H: -0.741 1.272 -5.005
H: -0.955 -2.035 -4.305
H: -2.147 -2.143 -3.165
C: 0.513 -0.120 -0.745
O: 1.664 -0.315 -0.393
N: 0.062 1.023 -1.488
N: -0.598 -0.876 -0.476
H: -0.845 1.319 -1.206
H: 0.567 1.788 -1.864
H: -1.255 -1.110 -1.211
H: -0.404 -1.456 0.284

Summary:
**E_HOMO**: -9.5465 eV
**Total energy**: -79699.6956 eV
**ΔE to the lowest compared entry with this formula, charge and spin**: 1.705 eV
**Strongest force on any atom**: 4.7 eV Å⁻¹
**2S+1**: 1
**Lowest unoccupied orbital energy**: 0.18 eV
**Orbital gap**: 0.3574 Eh

Molecular formula: C13H52O13
Method: DFT, ωB97M-V/def2-TZVPD

Element x y z (Å)
C: 14.506 10.403 9.332
O: 13.610 9.634 8.547
H: 14.275 11.456 9.179
H: 14.350 10.298 10.435
H: 15.533 10.187 9.003
H: 12.745 10.043 8.631
C: 7.621 9.715 15.661
O: 6.816 10.868 15.574
H: 8.630 9.968 15.333
H: 7.596 9.430 16.742
H: 7.231 8.939 15.018
H: 5.952 10.696 15.200
C: 11.174 12.378 9.566
O: 11.396 10.989 9.416
H: 12.100 12.937 9.432
H: 10.463 12.747 8.826
H: 10.739 12.689 10.510
H: 10.581 10.632 8.964
C: 10.476 9.941 6.207
O: 9.688 10.190 7.316
H: 10.311 10.582 5.331
H: 11.497 10.109 6.551
H: 10.355 8.888 5.908
H: 8.804 9.970 7.025
C: 7.225 12.534 9.626
O: 7.112 11.104 9.713
H: 6.857 12.808 8.611
H: 6.644 13.050 10.401
H: 8.252 12.872 9.759
H: 7.675 10.755 10.471
C: 10.838 5.317 12.512
O: 10.696 6.033 11.270
H: 10.718 4.229 12.385
H: 11.817 5.465 12.946
H: 9.974 5.725 13.075
H: 11.328 5.738 10.585
C: 5.140 10.307 12.281
O: 4.797 9.812 11.011
H: 4.691 9.799 13.091
H: 6.216 10.217 12.534
H: 4.894 11.372 12.301
H: 5.219 10.438 10.432
C: 5.971 8.655 7.788
O: 6.737 9.705 7.291
H: 4.971 9.002 8.037
H: 5.931 7.902 6.995
H: 6.380 8.159 8.669
H: 6.979 10.240 8.104
C: 9.702 12.222 13.245
O: 10.161 10.911 12.909
H: 9.186 12.142 14.214
H: 10.508 12.969 13.262
H: 9.029 12.559 12.426
H: 11.048 10.793 12.486
C: 12.176 6.709 8.188
O: 12.489 5.622 9.093
H: 11.964 6.350 7.193
H: 11.228 7.170 8.451
H: 12.981 7.441 8.271
H: 13.399 5.412 8.990
C: 6.477 6.454 12.603
O: 7.559 7.254 13.082
H: 5.575 7.026 12.338
H: 6.839 5.866 11.762
H: 6.135 5.792 13.391
H: 7.768 8.012 12.501
C: 12.380 8.788 12.312
O: 12.218 10.119 11.768
H: 11.675 8.681 13.195
H: 12.132 8.062 11.583
H: 13.365 8.583 12.715
H: 12.102 10.145 10.806
C: 8.973 8.719 10.364
O: 8.481 9.579 11.353
H: 9.877 9.105 9.893
H: 9.090 7.682 10.735
H: 8.138 8.700 9.672
H: 9.174 10.020 11.923

Summary:
**E_HOMO**: -9.8275 eV
**Total energy**: -40936.9558 eV
**ΔE to the lowest compared entry with this formula, charge and spin**: 1.065 eV
**Strongest force on any atom**: 2.4 eV Å⁻¹
**2S+1**: 1
**Lowest unoccupied orbital energy**: 0.56 eV
**Orbital gap**: 0.3816 Eh

Molecular formula: C13H5Cl5IrNO5
Method: DFT, ωB97M-V/def2-TZVPD

Element x y z (Å)
Ir: 0.149 0.188 0.006
O: -1.606 -3.106 -1.540
C: -0.899 -2.121 -1.151
O: -1.310 -1.241 -0.380
C: 0.507 -2.051 -1.674
C: 1.156 -2.913 -2.534
C: 2.475 -2.621 -2.875
C: 3.094 -1.490 -2.352
C: 2.375 -0.676 -1.495
N: 1.121 -0.983 -1.187
C: 2.776 0.595 -0.793
O: 3.925 1.152 -0.882
O: 1.937 1.151 -0.074
H: -2.511 -3.111 -1.176
H: 0.646 -3.783 -2.927
H: 3.018 -3.274 -3.547
H: 4.119 -1.263 -2.620
H: 4.582 0.716 -1.446
Cl: -3.980 4.524 4.979
C: -3.032 3.660 3.932
C: -3.567 2.506 3.283
Cl: -5.139 2.043 3.588
C: -2.768 1.769 2.395
Cl: -3.359 0.416 1.623
C: -1.393 2.154 2.114
O: -0.642 1.537 1.340
C: -0.881 3.339 2.794
Cl: 0.685 3.779 2.476
C: -1.686 4.074 3.683
Cl: -1.076 5.421 4.447

Summary:
**E_HOMO (alpha / beta)**: -18.3014 / -18.2795 eV
**Total energy**: -90709.8235 eV
**Expectation value of S²**: 0.76
**ΔE to the lowest compared entry with this formula, charge and spin**: 0.000 eV
**Charge**: +3
**Strongest force on any atom**: 2.5 eV Å⁻¹
**2S+1**: 2
**Lowest unoccupied orbital energy (alpha / beta)**: -13.20 / -13.20 eV
**Orbital gap (alpha / beta)**: 0.1875 / 0.1866 Eh

Molecular formula: C13H64BrN2O34P3
Method: DFT, ωB97M-V/def2-TZVPD

Element x y z (Å)
N: -0.941 -2.599 2.359
C: -1.878 -1.757 1.558
C: -1.139 -0.738 0.647
C: -0.985 0.690 0.954
C: -1.666 1.183 2.270
C: -3.240 1.091 2.154
O: -3.945 1.420 3.085
C: -0.226 1.585 0.061
P: -0.025 3.338 0.548
O: 0.925 4.132 -0.271
O: -1.528 4.090 0.371
O: 0.522 3.486 2.143
C: 0.329 1.013 -1.180
P: 1.257 2.103 -2.418
P: 3.382 2.085 -1.965
O: 3.850 3.478 -1.775
O: 4.239 1.413 -3.267
O: 3.604 1.155 -0.593
C: 0.178 -0.395 -1.527
C: -0.559 -1.267 -0.597
C: -0.714 -2.767 -1.030
O: -0.648 -3.700 -0.284
C: -0.912 -2.949 -2.576
Br: -2.164 -4.321 -3.150
C: -0.240 -2.146 -3.445
N: -0.443 -2.289 -4.873
C: 0.716 -1.054 -2.841
O: 1.782 -0.803 -3.347
H: 0.023 -2.411 2.097
H: -1.105 -2.380 3.341
H: -2.611 -1.316 2.275
H: -2.459 -2.435 0.872
H: -1.301 0.650 3.184
H: -1.477 2.277 2.466
H: -3.713 0.671 1.212
H: -1.728 4.044 -0.585
H: 0.114 4.332 2.470
H: 1.042 1.507 -3.707
H: 4.240 0.447 -3.096
H: 3.602 0.227 -0.919
H: 0.279 -2.870 -5.301
H: -0.376 -1.331 -5.238
O: -3.627 1.525 -1.379
H: -3.841 2.403 -1.038
H: -4.432 1.249 -1.831
O: 6.655 0.799 -1.789
H: 6.172 1.140 -2.550
H: 6.273 1.274 -1.040
O: 0.390 6.486 2.949
H: 0.859 7.123 3.500
H: 0.338 6.921 2.091
O: 3.469 3.588 2.296
H: 2.556 3.282 2.319
H: 3.587 3.917 1.396
O: 0.230 9.343 3.346
H: -0.272 9.664 2.587
H: -0.147 9.820 4.094
O: -4.455 -5.544 -0.671
H: -3.634 -5.283 -1.103
H: -4.253 -6.410 -0.294
O: -2.606 -7.761 0.695
H: -1.783 -7.498 0.261
H: -2.406 -8.627 1.072
O: -4.218 4.443 2.110
H: -3.389 4.700 1.684
H: -4.034 3.568 2.473
O: -4.030 -0.119 6.029
H: -3.558 0.520 6.576
H: -4.079 0.306 5.165
O: 7.541 2.416 -4.769
H: 6.721 2.043 -4.427
H: 7.659 3.227 -4.260
O: -2.583 7.290 0.205
H: -3.478 6.932 0.216
H: -2.019 6.511 0.123
O: 7.065 -0.855 1.087
H: 7.537 -0.241 1.661
H: 7.039 -0.408 0.233
O: -1.361 -7.078 -4.557
H: -2.253 -7.445 -4.543
H: -0.788 -7.856 -4.625
O: -1.558 -7.008 3.243
H: -2.357 -7.080 3.776
H: -1.876 -7.078 2.330
O: 0.466 -2.047 4.670
H: 1.286 -1.788 4.224
H: 0.672 -2.905 5.058
O: -6.303 0.238 0.542
H: -6.271 0.917 1.225
H: -6.646 -0.543 1.005
O: 7.700 2.822 -7.760
H: 7.806 1.936 -8.124
H: 7.842 2.705 -6.810
O: 0.849 -9.375 -5.282
H: 1.635 -9.712 -4.838
H: 0.771 -9.923 -6.071
O: -5.127 2.347 7.500
H: -5.467 2.948 6.828
H: -5.906 1.864 7.798
O: -7.013 -1.211 2.751
H: -6.980 -0.537 3.440
H: -7.355 -1.991 3.201
O: 0.413 -7.977 -2.451
H: 1.080 -7.446 -2.900
H: -0.394 -7.451 -2.528
O: -5.517 4.016 -1.275
H: -6.021 4.334 -2.033
H: -5.889 4.498 -0.526
O: 8.118 -0.380 -8.575
H: 8.223 -1.265 -8.943
H: 8.261 -0.499 -7.629
O: 5.216 1.729 4.391
H: 5.691 2.439 4.837
H: 4.829 2.158 3.617
O: 2.855 -0.581 3.405
H: 3.360 0.023 3.968
H: 2.829 -0.136 2.551

Summary:
**E_HOMO**: -9.0518 eV
**Total energy**: -185025.6295 eV
**Strongest force on any atom**: 3.5 eV Å⁻¹
**2S+1**: 1
**Lowest unoccupied orbital energy**: -1.75 eV
**Orbital gap**: 0.2683 Eh